Here is 2 unconnected molecules or ions with the total composition C26H32O6 at a distorted geometry from the OMol25 dataset. Energies are from ωB97M-V/def2-TZVPD.

Structure (XYZ):
```
64
C26H32O6 (ωB97M-V/def2-TZVPD)
C -3.61665 -3.84855 -0.69147
C -3.85572 -2.38686 -0.93482
O -2.95445 -1.67491 -0.07268
C -3.05109 -0.33866 -0.25195
C -2.32568 0.51375 0.70254
C -2.79719 1.93980 0.81127
C -4.17793 2.01322 1.46803
C -2.85986 2.63466 -0.55020
C -1.93430 -0.18384 1.93037
O -1.61499 -1.35836 2.06442
O -1.89890 0.67671 2.98341
C -1.42780 0.09507 4.23213
C -2.46441 -0.76618 4.89609
O -3.75543 0.08816 -1.17546
H -4.24234 -4.43998 -1.36329
H -2.57268 -4.12219 -0.87313
H -3.87902 -4.12391 0.33436
H -3.66998 -2.12430 -1.98368
H -4.88794 -2.11257 -0.67397
H -2.04583 2.44502 1.42885
H -4.14996 1.54134 2.45468
H -4.48120 3.06019 1.57426
H -4.89845 1.49318 0.82399
H -1.88085 2.65111 -1.03408
H -3.56376 2.08520 -1.18825
H -3.19245 3.67239 -0.40956
H -0.53805 -0.50553 4.00907
H -1.15200 0.96096 4.84132
H -2.08541 -1.09942 5.86291
H -3.39515 -0.21552 5.05748
H -2.65023 -1.64760 4.27742
C 2.44901 -4.30641 1.90364
O 1.59937 -3.82531 0.83827
C 1.50445 -2.48514 0.65301
C 0.57036 -2.04124 -0.31866
C 0.17734 -0.73680 -0.32306
C 0.73280 0.21992 0.58095
C 0.17595 1.52019 0.58477
C 0.61382 2.59402 1.43381
C 0.64909 3.92919 0.92918
C 1.12248 4.96071 1.71630
C 1.53654 4.69626 3.04579
O 1.94213 5.79882 3.73141
C 1.76689 6.96023 2.82959
C 1.29723 6.42630 1.46925
C 1.48555 3.40058 3.58470
C 1.01919 2.38017 2.78877
C 1.84531 -0.20026 1.36340
C 2.20270 -1.53187 1.43575
H 2.38483 -5.39191 1.82389
H 3.48665 -3.97268 1.76008
H 2.07574 -3.96777 2.88119
H 0.12488 -2.77640 -0.98650
H -0.56718 -0.40185 -1.04587
H -0.32415 1.81347 -0.33744
H 0.32670 4.13475 -0.09486
H 1.02309 7.62512 3.28897
H 2.72783 7.48710 2.77730
H 2.05508 6.62213 0.70141
H 0.36455 6.90483 1.15520
H 1.82149 3.24257 4.60471
H 0.95585 1.37293 3.19991
H 2.40448 0.52901 1.94704
H 2.98561 -1.85048 2.12900
```

Computed properties:
LUMO   -1.658 eV
DFT total energy   -39763.4735 eV
Maximum force   1.25 eV Å⁻¹
Energy relative to the best compared isomer or geometry (same formula, charge and spin)   0.00 kcal/mol
Gap between HOMO and LUMO   5.043 eV

Results of the Löwdin charge analysis, in e, for atoms 1 through 6:
1. C -0.074
2. C -0.235
3. O -0.018
4. C -0.446
5. C -0.077
6. C -0.400

=====

Here is 5 unconnected molecules or ions with the total composition C26H33BF32NO5S at a distorted geometry from the OMol25 dataset. Energies are from ωB97M-V/def2-TZVPD.

Structure (XYZ):
```
99
C26H33BF32NO5S (ωB97M-V/def2-TZVPD)
C 0.12361 -0.84424 2.30350
C 1.15681 -1.37590 1.14051
C 2.72579 -1.55563 1.69137
C 3.26774 -0.26888 2.54676
S 3.84032 -2.13160 0.30515
B 4.78309 -0.74081 -0.52380
O 6.28337 -0.86230 -0.53768
N 4.20608 0.48284 -1.20743
C 3.93286 1.61946 -0.24767
C 3.02953 0.16629 -2.10213
H 0.02791 -1.55955 3.23556
H 0.39949 0.26982 2.59496
H -0.95974 -0.77276 1.80885
H 0.76886 -2.46185 0.83379
H 1.07885 -0.67984 0.20242
H 2.65785 -2.46315 2.46432
H 3.20815 -0.56313 3.70193
H 2.54257 0.67419 2.44659
H 4.38048 0.03407 2.35266
H 4.83399 -2.93437 0.95062
H 6.58753 -0.19133 0.14557
H 3.98228 2.66703 -0.81766
H 4.83677 1.61502 0.53226
H 2.89107 1.54142 0.29223
H 3.19015 -0.85186 -2.69999
H 3.00932 1.01220 -2.94437
H 1.99341 0.21803 -1.56097
C -2.86330 -2.70785 -4.11519
C -3.11039 -3.41228 -2.77059
C -3.83021 -2.57348 -1.72172
F -3.16902 -1.43538 -1.41309
F -3.95480 -3.26645 -0.55772
F -1.92598 -3.89208 -2.30139
F -3.87687 -4.51901 -3.02991
O -1.57697 -2.10244 -4.29127
C -1.42888 -0.80426 -3.71387
C -0.44990 -0.77886 -2.53049
F -0.79196 -1.67380 -1.56918
F -0.43602 0.44344 -1.93732
F -2.65402 -0.32153 -3.40071
F -0.95992 -0.00587 -4.71154
H -2.89856 -3.48934 -4.88555
H -3.67759 -2.02423 -4.38370
H -4.83889 -2.30776 -2.05448
H 0.56631 -1.01242 -2.86093
C -3.09218 1.74791 5.09565
C -1.61350 1.38383 4.88074
C -0.71673 1.56775 6.09886
F -0.70883 2.83859 6.55991
F 0.57437 1.26822 5.79230
F -1.14322 2.07189 3.80436
F -1.57214 0.06254 4.51732
O -3.48976 3.06449 4.69472
C -3.21562 4.09962 5.64021
C -2.14207 5.08708 5.15873
F -0.98892 4.45740 4.81846
F -1.82627 5.97641 6.13619
F -2.92140 3.53535 6.83482
F -4.39313 4.75792 5.82130
H -3.67307 1.08298 4.44306
H -3.43835 1.50625 6.10771
H -1.02164 0.90563 6.91581
H -2.49057 5.64548 4.28513
C -9.51582 -2.96074 -4.86292
C -8.21198 -2.40635 -4.26469
C -6.99097 -3.30324 -4.42763
F -7.15341 -4.52140 -3.86425
F -5.90558 -2.74849 -3.82364
F -8.42810 -2.08717 -2.95908
F -7.95317 -1.21643 -4.89454
O -10.39175 -3.64527 -3.95940
C -10.06108 -5.01164 -3.70587
C -9.59539 -5.26163 -2.26363
F -8.55155 -4.46445 -1.92168
F -9.17479 -6.54370 -2.10401
F -9.16563 -5.42513 -4.63283
F -11.19829 -5.71948 -3.94759
H -10.09924 -2.09144 -5.19365
H -9.34219 -3.53663 -5.77981
H -6.74251 -3.44182 -5.48491
H -10.40716 -5.07513 -1.55463
C 8.09260 3.94704 -0.81625
C 9.60555 4.21118 -0.89670
C 10.49043 3.00001 -0.62855
F 10.28628 2.45888 0.59341
F 11.80474 3.34812 -0.67365
F 9.91502 5.24961 -0.07264
F 9.86993 4.65901 -2.16522
O 7.45649 4.25581 0.42962
C 7.57008 3.25113 1.43874
C 8.43717 3.68762 2.62914
F 9.67333 4.08799 2.23715
F 8.61852 2.66110 3.50060
F 7.99415 2.10049 0.86582
F 6.30027 3.00731 1.86398
H 7.62012 4.63031 -1.53412
H 7.82423 2.94648 -1.17589
H 10.33152 2.22175 -1.38209
H 7.97004 4.51736 3.16742
```

Computed properties:
LUMO   -4.140 eV
DFT total energy   -137685.6376 eV
Maximum force   5.27 eV Å⁻¹
Total charge   +1
Gap between HOMO and LUMO   8.737 eV

Results of the Löwdin charge analysis, in e, for atoms 1 through 6:
1. C -0.118
2. C -0.239
3. C -0.504
4. C -0.108
5. S 1.135
6. B -0.618

=====

Here is a molecular structure, C26H33ClIO9P2S2V at a distorted geometry from the OMol25 dataset. Energies are from ωB97M-V/def2-TZVPD.

Structure (XYZ):
```
75
C26H33ClIO9P2S2V (ωB97M-V/def2-TZVPD)
V 0.12797 0.64088 -1.89436
C -0.16498 5.34101 -0.82567
C -0.75950 3.94396 -0.90626
O -2.04973 3.86502 -0.29393
P 0.14906 2.68191 0.09469
O 1.67099 2.61265 -0.30643
O 0.21673 3.30801 1.55642
O -0.43677 1.30086 0.06484
P -0.86721 3.31821 -2.66309
O 0.70210 3.29530 -3.04570
O -1.63207 4.20898 -3.54095
O -1.27617 1.85638 -2.47974
H 0.09884 5.61095 0.19754
H -0.91150 6.04847 -1.18406
H 0.71769 5.42631 -1.45983
H -2.73662 3.92120 -0.97211
H 2.18924 3.41722 -0.17963
H -0.66236 3.55639 1.87395
H 0.87611 3.94183 -3.74076
Cl 0.78749 0.28842 -4.13671
C -0.63676 0.22838 -5.19219
C -0.39638 0.60923 -6.50365
C -1.43111 0.59640 -7.41689
C -2.69913 0.21740 -6.99506
C -2.90409 -0.16436 -5.68337
C -1.88023 -0.17996 -4.73183
C -2.25903 -0.62594 -3.33046
H 0.60286 0.89987 -6.79909
H -1.24552 0.87252 -8.44536
H -3.52563 0.21783 -7.69258
H -3.89682 -0.46218 -5.36710
H -2.91532 0.13632 -2.90955
H -2.87155 -1.52329 -3.46963
O 0.11073 -1.58148 1.55179
S 0.11616 -1.90627 3.03589
C -1.02052 -0.79212 3.82086
C -1.95409 -1.35624 4.67613
C -2.81062 -0.52482 5.38949
C -2.71698 0.84788 5.24141
C -1.78407 1.39990 4.36496
C -0.93197 0.58458 3.64697
C 1.63577 -1.20468 3.64517
C 2.13863 -1.66891 4.85191
C 3.34067 -1.15814 5.32097
C 4.01840 -0.19659 4.58275
C 3.50256 0.25559 3.37426
C 2.30356 -0.24905 2.89387
H -2.01049 -2.43210 4.78544
H -3.54328 -0.95271 6.05979
H -3.37461 1.49597 5.80497
H -1.71765 2.47538 4.26004
H -0.21272 1.00073 2.95507
H 1.59575 -2.41715 5.41731
H 3.74771 -1.51433 6.25736
H 4.95477 0.20125 4.95012
H 4.03834 1.00168 2.80250
H 1.89290 0.07929 1.94488
O 1.39928 -0.17068 -1.38190
S 1.01462 -2.53891 -0.38529
C 2.47378 -3.07034 0.60432
C 2.09265 -4.36437 1.32177
C 1.14355 -5.12436 0.39421
C 0.11974 -4.09797 -0.06754
H 2.71133 -2.25592 1.28543
H 3.30716 -3.20902 -0.07564
H 1.58396 -4.14645 2.26284
H 2.98893 -4.94142 1.54616
H 0.66012 -5.95913 0.90091
H 1.69070 -5.52195 -0.46154
H -0.60124 -3.85148 0.71138
H -0.40971 -4.37767 -0.97529
I 1.94095 -3.17473 -2.55958
C -1.15651 -0.95874 -2.32218
H -1.63882 -1.19509 -1.36662
H -0.61998 -1.83559 -2.68676
```

Computed properties:
LUMO (alpha / beta)   -3.467 / -3.468 eV
DFT total energy   -132483.3086 eV
Maximum force   2.59 eV Å⁻¹
Spin multiplicity   2
Total charge   +1
Gap between HOMO and LUMO (alpha / beta)   7.570 / 7.604 eV

Results of the Löwdin charge analysis, in e, for atoms 1 through 6:
1. V 0.605
2. C -0.050
3. C -0.574
4. O -0.050
5. P 0.508
6. O -0.081